Record 1
Here is 2 unconnected molecules or ions with the total composition C2H9N2O from the OMol25 dataset. Energies are from wB97M-V/def2-TZVPD.

Each line ends with the Löwdin charge.
Cartesian coordinates (Å):
1 C 0.27083 1.25366 0.39724  -0.324
2 O -0.25509 2.21358 1.21712  0.019
3 C 0.53950 -0.11570 1.10714  -0.262
4 N 0.92443 -1.22530 0.17714  -0.020
5 H -0.35591 1.06912 -0.50317  0.106
6 H 1.27805 1.53673 0.06029  0.137
7 H 1.39650 0.04092 1.81239  0.117
8 H -0.35354 -0.34132 1.68203  0.093
9 H 1.20275 -2.02860 0.70649  0.042
10 H 0.10755 -1.53730 -0.38155  0.023
11 N -1.18830 -1.49133 -2.25602  0.007
12 H -1.58452 -0.54316 -2.21192  0.021
13 H -0.68688 -1.58856 -3.14272  0.026
14 H -1.97813 -2.12780 -2.23296  0.015

As for the energy relative to the best compared isomer or geometry (same formula, charge and spin): 10.4 kcal/mol. The calculation puts the frontier orbital gap (alpha / beta) at 0.371 / 0.288 Ha. The molar mass is 77.107 Da. As for the expectation value of S²: 0.7540. The spin multiplicity is 2.

Record 2
Here is a molecular structure, C39H52BrN5O11P2STi from the OMol25 dataset. Energies are from wB97M-V/def2-TZVPD.

Each line ends with the Löwdin charge.
Cartesian coordinates (Å):
1 Ti -0.27567 0.06154 -0.62490  1.121
2 O -1.12025 -1.83415 6.60992  0.112
3 C -0.88898 -1.98214 5.30391  -0.304
4 C -1.11238 -3.16685 4.60180  0.018
5 C -0.86196 -3.18293 3.24440  -0.124
6 N -0.41796 -2.12257 2.56455  0.035
7 C -0.18294 -1.03101 3.25644  -0.620
8 Br 0.56795 0.44774 2.25096  1.025
9 C -0.39534 -0.87720 4.60698  -0.019
10 H -1.42454 -2.65097 7.02040  0.130
11 H -1.46456 -4.05761 5.10702  0.126
12 H -1.02196 -4.08170 2.65721  0.123
13 H -0.17123 0.04144 5.13088  0.126
14 C -0.74964 4.80308 -5.23572  -0.031
15 C -1.71427 3.69803 -4.86379  -0.411
16 C -3.14031 4.21123 -4.72772  -0.034
17 O -1.21805 3.12145 -3.60810  -0.184
18 P -1.85892 1.86235 -2.88160  0.600
19 O -0.69061 1.24316 -2.13472  -0.329
20 C -2.96869 2.66105 -1.65651  -0.156
21 P -2.09647 2.46326 -0.07748  0.576
22 O -1.55085 1.08802 0.31297  -0.401
23 O -0.83487 3.37870 -0.15799  -0.171
24 C -0.74942 4.75554 -0.68433  -0.378
25 C -1.86279 5.66749 -0.18568  -0.029
26 C 0.61153 5.27426 -0.26753  -0.016
27 O -3.13682 2.98759 0.96040  -0.151
28 C -3.02949 3.04117 2.43245  -0.361
29 C -3.26650 1.66392 3.01902  -0.024
30 C -1.72420 3.66768 2.88751  -0.023
31 O -2.49427 1.11800 -4.09129  -0.156
32 C -2.42336 -0.25353 -4.61605  -0.387
33 C -1.12680 -0.42220 -5.38380  -0.015
34 C -3.65708 -0.43952 -5.47347  -0.016
35 H -1.03255 5.21552 -6.20287  0.097
36 H 0.26845 4.42071 -5.29983  0.087
37 H -0.77747 5.60296 -4.49430  0.087
38 H -1.68185 2.90908 -5.61508  0.135
39 H -3.19146 5.02313 -3.99889  0.090
40 H -3.81933 3.41222 -4.43016  0.076
41 H -3.47590 4.59852 -5.68828  0.100
42 H -3.95395 2.20943 -1.62694  0.095
43 H -3.04923 3.72521 -1.86879  0.078
44 H -0.79840 4.66232 -1.77054  0.123
45 H -1.64749 6.03025 0.81905  0.084
46 H -2.83812 5.18197 -0.16852  0.070
47 H -1.91775 6.53308 -0.84475  0.101
48 H 0.71379 5.20923 0.81559  0.098
49 H 0.72213 6.31318 -0.57541  0.101
50 H 1.40447 4.67890 -0.71309  0.072
51 H -3.86167 3.69279 2.69482  0.151
52 H -2.49721 0.96843 2.68726  0.055
53 H -4.23863 1.28701 2.70530  0.080
54 H -3.24775 1.72776 4.10650  0.102
55 H -0.86791 3.09552 2.53171  0.055
56 H -1.70392 3.68639 3.97604  0.102
57 H -1.63904 4.69362 2.53205  0.075
58 H -2.45688 -0.94836 -3.79465  0.110
59 H -1.08451 0.27033 -6.22665  0.094
60 H -1.06519 -1.44109 -5.76551  0.103
61 H -0.27544 -0.24836 -4.72821  0.059
62 H -3.59349 0.15357 -6.38605  0.093
63 H -4.54855 -0.14299 -4.92131  0.092
64 H -3.74914 -1.49276 -5.73513  0.100
65 C -6.89234 -1.20929 3.62122  -0.030
66 C -5.88448 -1.18597 2.51016  -0.257
67 C -4.61650 -1.73800 2.67062  -0.019
68 C -3.69533 -1.72840 1.63484  -0.043
69 C -4.05113 -1.15391 0.42915  -0.272
70 C -5.30497 -0.58084 0.24309  -0.043
71 C -6.21206 -0.59714 1.28450  -0.016
72 S -3.02936 -1.24506 -1.00322  0.674
73 O -3.53190 -2.28132 -1.85149  -0.239
74 O -3.08148 0.08378 -1.57891  -0.382
75 N -1.46562 -1.48598 -0.58055  -0.179
76 C -0.92537 -2.78833 -0.64527  -0.233
77 C -1.56664 -3.97938 -0.90241  0.011
78 C -0.83602 -5.17910 -1.00517  -0.035
79 C 0.51330 -5.21301 -0.80894  -0.007
80 C 1.19153 -4.02414 -0.46267  -0.131
81 C 2.57032 -3.96572 -0.17902  0.037
82 C 3.12257 -2.77470 0.20633  -0.004
83 C 2.31372 -1.63599 0.27999  -0.114
84 N 1.03245 -1.63632 -0.02804  -0.011
85 C 0.46473 -2.81811 -0.38518  -0.172
86 H -6.61776 -1.92318 4.39499  0.083
87 H -7.87804 -1.47076 3.23804  0.091
88 H -6.97340 -0.22137 4.07975  0.092
89 H -4.35185 -2.19309 3.61725  0.118
90 H -2.71712 -2.17511 1.75168  0.084
91 H -5.56302 -0.15705 -0.71964  0.122
92 H -7.19807 -0.17272 1.14392  0.127
93 H -2.63313 -4.00815 -1.05051  0.105
94 H -1.36768 -6.08738 -1.25431  0.121
95 H 1.07193 -6.13513 -0.90037  0.126
96 H 3.17223 -4.86254 -0.25555  0.134
97 H 4.17052 -2.69241 0.45606  0.121
98 H 2.73852 -0.69936 0.61605  0.107
99 C 2.89039 0.18999 -4.17490  0.023
100 N 2.76855 0.73551 -2.82475  -0.018
101 C 3.57420 1.75264 -2.35902  -0.007
102 C 3.37507 2.34814 -1.17186  0.045
103 C 2.26150 1.94125 -0.32780  -0.481
104 O 1.96943 2.43382 0.74514  -0.013
105 N 1.51703 0.87615 -0.84092  0.020
106 C 1.75142 0.31310 -2.03469  -0.520
107 O 0.97100 -0.62004 -2.35954  -0.009
108 H 3.89079 0.37502 -4.55471  0.102
109 H 2.15960 0.65580 -4.83680  0.100
110 H 2.70049 -0.87968 -4.15007  0.102
111 H 4.38709 2.03176 -3.01525  0.141
112 H 4.02822 3.13097 -0.81931  0.128

As for the energy relative to the best compared isomer or geometry (same formula, charge and spin): 39.2 kcal/mol. The calculation puts the frontier orbital gap at 0.261 Ha. The molar mass is 988.655 Da. As for the net charge: +2.

Record 3
Here is 5 unconnected molecules or ions with the total composition C3H16N2O5 from the OMol25 dataset. Energies are from wB97M-V/def2-TZVPD.

Each line ends with the Löwdin charge.
Cartesian coordinates (Å):
1 C 0.12786 2.21966 0.13462  -0.078
2 N -0.97016 1.34275 0.53795  0.025
3 C -1.12617 0.12429 -0.07562  -0.444
4 O -0.40926 -0.25261 -0.97956  0.010
5 C -2.12734 -0.82793 0.66531  -0.160
6 N -1.99933 -0.67774 2.11224  0.000
7 H 0.78702 2.39944 1.00634  0.085
8 H 0.92263 1.74569 -0.45988  0.075
9 H -0.07624 3.15561 -0.39898  0.092
10 H -1.72651 1.85160 0.96265  0.136
11 H -1.73678 -1.82617 0.43959  0.121
12 H -3.11523 -0.76551 0.20531  0.116
13 H -2.21756 0.18323 2.59412  0.061
14 H -1.01209 -0.74747 2.34494  0.061
15 O 1.80642 -0.35631 2.93924  -0.053
16 H 2.12313 0.32796 2.35773  -0.001
17 H 2.46219 -0.96609 3.25974  0.038
18 O 2.75484 -0.23371 0.54606  -0.059
19 H 3.03030 -0.58212 -0.31605  0.053
20 H 1.79852 -0.11974 0.51139  0.011
21 O 1.27271 -2.24872 -2.12393  -0.052
22 H 2.00942 -2.32978 -1.52236  0.012
23 H 0.77099 -1.46948 -1.86042  -0.019
24 O -0.70557 1.14896 -3.51333  -0.061
25 H -1.56947 0.73161 -3.48716  0.030
26 H -0.18256 0.61636 -2.90140  0.000

As for the energy relative to the best compared isomer or geometry (same formula, charge and spin): 36.0 kcal/mol. The calculation puts the frontier orbital gap at 0.363 Ha. The molar mass is 160.170 Da. The SMILES is CNC(=O)CN.O.O.O.O.

Record 4
Here is 8 unconnected molecules or ions with the total composition C28H57N3O14 from the OMol25 dataset. Energies are from wB97M-V/def2-TZVPD.

Each line ends with the Löwdin charge.
Cartesian coordinates (Å):
1 C 1.98940 4.24139 4.70606  -0.044
2 C 1.75080 4.05107 3.19330  -0.217
3 O 1.84106 5.33994 2.61244  -0.005
4 C 1.81358 5.46756 1.29783  -0.536
5 C 1.67233 6.88285 0.88084  0.011
6 O 2.00795 4.59831 0.43514  0.072
7 H 1.39233 5.06997 5.08694  0.079
8 H 3.03637 4.54462 4.70872  0.079
9 H 1.82261 3.35476 5.31775  0.062
10 H 2.50395 3.35230 2.82919  0.125
11 H 0.71856 3.75927 2.99980  0.106
12 H 0.68011 7.05027 0.46182  0.093
13 H 2.43591 7.10742 0.13612  0.093
14 H 1.81430 7.57179 1.71349  0.085
15 C -2.38824 -0.37762 -0.84813  -0.037
16 C -0.94232 -0.09950 -1.33156  -0.214
17 O -0.18951 0.62538 -0.38068  -0.021
18 C 0.47839 -0.00092 0.61730  -0.509
19 C 1.24126 0.95867 1.42773  0.023
20 O 0.70915 -1.20377 0.78980  0.065
21 H -2.91355 0.51276 -0.50262  0.076
22 H -2.38756 -1.20064 -0.13347  0.073
23 H -2.98916 -0.71403 -1.69301  0.048
24 H -0.41188 -1.02203 -1.56752  0.089
25 H -0.88631 0.56865 -2.19094  0.122
26 H 1.05569 1.96075 1.04107  0.081
27 H 2.28094 0.63185 1.40875  0.079
28 H 0.81498 0.85227 2.42525  0.072
29 C -2.16173 2.84111 2.16886  -0.053
30 C -2.33903 2.36906 3.58833  -0.184
31 O -1.14575 1.75196 4.06288  -0.037
32 C -1.06855 0.92399 5.07931  -0.577
33 C 0.35377 0.66303 5.37260  0.017
34 O -2.01778 0.47205 5.69457  0.096
35 H -1.86277 2.00236 1.54020  0.061
36 H -1.41131 3.57673 1.87933  0.071
37 H -3.11364 3.10410 1.70757  0.084
38 H -2.60990 3.11492 4.33560  0.134
39 H -2.98356 1.49049 3.56007  0.129
40 H 0.54537 0.83417 6.43189  0.104
41 H 1.07936 1.10166 4.68759  0.069
42 H 0.44643 -0.38279 5.07975  0.068
43 C -4.00075 0.50097 -4.19895  -0.042
44 C -3.73022 1.74041 -5.09386  -0.213
45 O -4.67151 1.85836 -6.10970  -0.025
46 C -4.56196 1.15502 -7.23881  -0.467
47 C -5.57319 1.66036 -8.30570  0.019
48 O -3.62715 0.37365 -7.55320  0.046
49 H -5.02471 0.32833 -3.86761  0.084
50 H -3.37462 0.46564 -3.30743  0.045
51 H -3.85206 -0.39301 -4.80459  0.065
52 H -4.11046 2.55919 -4.48303  0.118
53 H -2.72417 1.98585 -5.43403  0.134
54 H -5.39134 2.73092 -8.40023  0.084
55 H -6.62415 1.47917 -8.08043  0.079
56 H -5.38518 1.14270 -9.24632  0.079
57 O 5.50849 -2.97665 -2.41196  0.107
58 C 4.70113 -2.05483 -2.43409  -0.601
59 O 4.86998 -0.75898 -2.17906  0.085
60 C 3.64008 -0.17832 -2.03553  -0.130
61 C 2.66641 -1.14151 -2.72019  -0.106
62 O 3.46953 -2.27487 -2.70868  0.097
63 H 3.54467 -0.09105 -0.95322  0.116
64 H 3.56208 0.77282 -2.56216  0.137
65 H 2.20954 -1.01782 -3.70206  0.121
66 H 1.83386 -1.27102 -2.02867  0.109
67 C 5.21108 -2.98377 3.79977  -0.048
68 N 5.32932 -2.21509 2.53171  -0.175
69 C 6.12211 -2.81266 1.47518  -0.039
70 C 4.57673 -1.10152 2.37791  -0.316
71 O 4.47665 -0.46905 1.32428  -0.007
72 H 5.88289 -2.71563 4.61516  0.082
73 H 5.44084 -4.03946 3.65546  0.081
74 H 4.16452 -2.95978 4.10347  0.080
75 H 7.17638 -2.77079 1.74879  0.089
76 H 5.83387 -3.85382 1.33028  0.093
77 H 6.14200 -2.28495 0.52164  0.083
78 H 4.01995 -0.86622 3.29814  0.132
79 C -1.76073 -3.63377 -6.23114  -0.054
80 N -1.36862 -3.19078 -4.88835  -0.179
81 C -2.10735 -3.69223 -3.70496  -0.022
82 C -0.28216 -2.37541 -4.76501  -0.320
83 O -0.01072 -1.81479 -3.73550  0.007
84 H -1.15330 -3.23732 -7.04476  0.087
85 H -2.81575 -3.41668 -6.39819  0.086
86 H -1.63796 -4.71618 -6.26854  0.081
87 H -3.14585 -3.37922 -3.81296  0.081
88 H -2.03902 -4.77899 -3.75377  0.085
89 H -1.82570 -3.39800 -2.69392  0.085
90 H 0.32926 -2.36246 -5.68055  0.139
91 C -0.98228 -2.27561 3.07811  -0.057
92 N -1.92088 -2.92300 3.93953  -0.190
93 C -1.34734 -3.62026 5.11287  -0.024
94 C -3.21748 -2.87048 3.63001  -0.332
95 O -3.68416 -2.53837 2.52392  -0.024
96 H -0.33984 -3.06146 2.68085  0.096
97 H -0.33836 -1.60082 3.64214  0.070
98 H -1.41330 -1.82397 2.18462  0.075
99 H -2.14218 -4.19369 5.58985  0.088
100 H -0.52615 -4.25702 4.78380  0.085
101 H -0.85437 -2.89890 5.76458  0.081
102 H -3.80837 -3.20893 4.49517  0.131

The calculation puts the frontier orbital gap at 0.351 Ha. The molar mass is 659.771 Da. The SMILES is CCOC(C)=O.CCOC(C)=O.CCOC(C)=O.CCOC(C)=O.O=C1OCCO1.CN(C)C=O.CN(C)C=O.CN(C)C=O.